[1]
{"formula": "C20H35As2F12HfN5", "method": "the ωB97M-V functional and the def2-TZVPD basis", "charge": 2, "e_above_lowest_kcal_mol": 0.0, "spin_multiplicity": 1, "e_tot_ev": -184316.582, "lumo_ev": -13.5412, "homo_ev": -14.9, "species": ["Hf", "As", "As", "F", "F", "F", "F", "F", "F", "F", "F", "F", "F", "F", "F", "N", "N", "N", "N", "N", "C", "C", "C", "C", "C", "C", "C", "C", "C", "C", "C", "C", "C", "C", "C", "C", "C", "C", "C", "C", "H", "H", "H", "H", "H", "H", "H", "H", "H", "H", "H", "H", "H", "H", "H", "H", "H", "H", "H", "H", "H", "H", "H", "H", "H", "H", "H", "H", "H", "H", "H", "H", "H", "H", "H"], "xyz": [[-3.217, -3.075, -3.234], [0.458, -6.260, 0.863], [0.219, 1.025, 0.122], [1.233, 2.354, 0.852], [-1.149, 2.150, -0.192], [-0.848, -0.290, -0.623], [0.398, -4.866, 1.986], [1.461, -7.242, 2.041], [1.593, -0.184, 0.279], [1.864, -5.419, 0.013], [-1.081, -6.841, 1.649], [-0.470, 0.524, 1.647], [0.941, 1.447, -1.480], [-0.570, -5.240, -0.323], [0.427, -7.720, -0.215], [2.337, -2.080, -4.349], [-1.369, 1.745, -5.535], [5.783, 3.878, 5.153], [-6.027, 1.129, -0.732], [-4.482, -3.298, 2.450], [-4.876, -2.466, 4.997], [-6.356, 2.170, -0.342], [5.378, -1.363, -6.230], [5.599, -0.703, -4.929], [3.467, -1.876, -4.169], [6.899, 0.493, 5.164], [-4.634, -2.917, 3.599], [-4.022, -3.229, 6.074], [4.887, -1.615, -3.854], [-8.096, 3.493, 0.927], [-0.965, 2.682, -6.070], [-6.811, 3.485, 0.094], [5.710, 2.785, 4.859], [1.594, 5.001, -8.034], [-0.406, 3.898, -6.774], [1.116, 3.774, -7.225], [5.743, 1.353, 4.510], [6.734, 0.391, 6.681], [-4.626, -4.626, 6.304], [-8.030, 2.559, 2.142], [-4.105, -5.290, 6.995], [5.335, 0.353, -4.990], [-7.083, 2.726, 2.656], [2.290, 4.830, -8.855], [-6.790, 4.202, -0.727], [5.024, -1.028, -2.946], [6.932, 1.341, 7.178], [-8.221, 1.514, 1.897], [7.455, -0.311, 7.098], [-8.324, 4.514, 1.233], [7.869, 0.942, 4.949], [4.374, -1.086, -6.550], [-3.934, -2.672, 7.006], [-0.507, 4.777, -6.137], [-4.760, -5.184, 5.377], [-1.118, 4.036, -7.587], [6.643, -0.729, -4.619], [1.704, 3.705, -6.309], [-4.725, -1.388, 5.056], [5.637, -2.419, -6.155], [6.162, -0.964, -6.873], [4.814, 1.024, 4.977], [-6.015, 3.984, 0.647], [5.776, -0.019, 7.002], [-5.923, -2.592, 5.271], [-2.993, -3.290, 5.718], [6.776, -0.511, 4.759], [1.328, 2.837, -7.740], [2.013, 5.743, -7.353], [-8.891, 3.198, 0.241], [0.730, 5.492, -8.483], [5.684, 1.305, 3.423], [-5.643, -4.430, 6.644], [5.411, -2.569, -3.789], [-8.732, 2.930, 2.889]], "forces_ev_per_angstrom": [[0.67, 0.30, 0.76], [0.10, -0.54, 0.42], [0.42, 0.40, -0.76], [-1.46, -1.97, -0.75], [1.53, -1.05, 0.39], [1.18, 1.00, 0.18], [0.16, -1.24, -0.97], [-1.35, 1.84, -1.92], [-1.68, 1.39, -0.04], [-1.65, -1.61, 1.23], [1.72, 0.72, -1.05], [0.76, 0.55, -0.77], [-0.95, -0.62, 1.47], [0.60, -1.22, 0.85], [0.06, 2.38, 1.04], [0.78, 0.11, -0.02], [0.00, 0.17, -0.26], [0.01, 3.39, 0.89], [-0.21, 0.70, 0.32], [-0.67, 1.93, 5.58], [0.02, -0.15, -0.31], [0.10, -0.46, -0.44], [0.54, -0.02, -0.59], [0.82, 0.14, 0.70], [0.20, 0.29, 0.73], [-0.56, -0.32, 1.40], [0.31, -1.53, -4.16], [0.91, -0.96, -0.25], [-0.95, 0.26, -0.48], [0.05, -0.43, -0.46], [0.88, 0.79, -0.08], [0.49, 0.73, 0.34], [0.74, -4.34, -1.02], [-0.83, 0.25, 0.37], [0.27, -1.02, 0.06], [-0.40, -0.02, 0.20], [-0.50, 1.79, 0.12], [0.22, 0.36, -0.35], [-0.71, 0.72, -0.53], [-0.17, 1.04, 0.19], [0.16, 0.38, 0.18], [-0.50, -0.17, 0.57], [0.33, -0.47, -0.18], [0.06, -0.39, 0.30], [-0.62, -0.37, -0.62], [-0.43, -0.12, 0.47], [-0.16, 0.03, 0.00], [0.19, 0.11, 0.14], [0.34, -0.19, -0.06], [0.22, -0.01, -0.02], [-0.06, 0.02, -0.41], [0.15, -0.67, -0.53], [-0.54, 0.23, -0.14], [-0.05, -0.16, 0.20], [0.29, 0.06, -0.18], [0.36, 0.17, -0.41], [0.07, -0.02, 0.05], [-0.06, 0.01, 0.11], [0.50, 0.08, -0.14], [-0.66, -0.18, -0.31], [-0.11, 0.27, -0.59], [-0.22, -0.69, -0.11], [0.41, -0.47, 0.64], [-0.20, 0.09, -0.16], [-0.16, -0.31, -0.38], [0.02, -0.05, -0.20], [0.17, 0.17, -0.38], [-0.43, 0.02, -0.20], [0.16, -0.01, -0.09], [-0.30, -0.09, 0.14], [-0.07, 0.03, -0.16], [0.18, -0.33, 0.07], [-0.07, -0.41, 0.44], [-0.02, 0.10, 0.05], [-0.42, -0.41, -0.14]]}

***

[2]
{"formula": "C20H35B3BrO5", "method": "the ωB97M-V functional and the def2-TZVPD basis", "charge": -1, "spin_multiplicity": 1, "e_tot_ev": -103625.630, "lumo_ev": 2.3051, "homo_ev": -3.5, "species": ["Br", "O", "O", "O", "O", "O", "C", "C", "C", "C", "C", "C", "C", "C", "C", "C", "C", "C", "C", "C", "C", "C", "C", "C", "C", "C", "B", "B", "B", "H", "H", "H", "H", "H", "H", "H", "H", "H", "H", "H", "H", "H", "H", "H", "H", "H", "H", "H", "H", "H", "H", "H", "H", "H", "H", "H", "H", "H", "H", "H", "H", "H", "H", "H"], "xyz": [[-1.641, 1.848, -3.338], [-1.629, -4.683, 1.802], [-0.288, -2.738, 1.971], [-0.210, -1.897, -2.623], [1.787, -4.157, -1.742], [-2.632, -2.531, 1.683], [1.966, 2.919, -0.401], [-4.228, -4.644, 3.792], [-1.375, 3.278, -0.020], [0.726, 0.678, -0.203], [2.675, 2.535, 0.902], [-0.216, 4.137, 0.553], [0.780, 0.296, -2.992], [-0.054, -4.242, -0.174], [3.126, 3.311, -1.371], [-4.153, -4.576, 2.240], [0.757, -2.632, -3.365], [-0.023, 3.761, 2.035], [1.310, 1.654, -1.017], [0.269, -0.675, -2.148], [0.209, -0.476, -0.777], [1.398, -3.821, -0.416], [-0.744, 5.602, 0.562], [1.298, 1.449, -2.394], [1.075, 4.172, -0.283], [1.995, -3.036, -2.589], [-1.463, -2.137, 2.349], [-0.634, -3.868, 1.226], [-2.779, -3.908, 1.882], [-4.927, -5.406, 4.127], [-4.552, -3.679, 4.184], [1.710, 2.173, -3.080], [-1.193, 2.870, -1.012], [0.063, 6.249, 0.924], [3.400, 1.742, 0.696], [-2.291, 3.871, -0.038], [2.037, -4.409, 0.254], [-0.809, 4.218, 2.637], [-4.959, -3.963, 1.832], [3.696, 2.399, -1.554], [0.264, -3.554, -3.682], [-0.677, -3.825, -0.974], [-0.008, 2.687, 2.216], [2.003, 2.117, 1.647], [-1.572, 2.458, 0.674], [0.934, 4.158, 2.394], [-1.550, -1.374, 3.253], [-0.237, -1.251, -0.169], [0.800, 4.470, -1.298], [3.783, 3.995, -0.827], [-3.222, -4.813, 4.180], [-1.607, 5.675, 1.220], [2.455, -2.209, -2.043], [0.659, 0.764, 0.873], [1.573, -2.773, -0.168], [3.221, 3.380, 1.328], [-4.237, -5.575, 1.813], [1.705, 4.966, 0.139], [2.765, 3.725, -2.307], [2.738, -3.351, -3.330], [-0.096, -5.331, -0.262], [-0.993, 5.880, -0.463], [0.817, 0.164, -4.061], [1.008, -2.069, -4.268]], "forces_ev_per_angstrom": [[-0.81, 0.42, -0.48], [-0.12, 0.79, -0.45], [-0.58, -0.14, -0.11], [0.20, 0.01, 0.22], [0.14, 0.55, 0.18], [0.15, -0.41, 1.15], [0.69, -0.41, -1.01], [0.06, 0.45, -0.58], [0.32, -0.02, 0.49], [-0.19, -0.26, -0.51], [-0.08, -0.32, 0.04], [-1.10, 0.50, 0.31], [0.51, -0.12, 1.15], [0.69, -0.11, 0.38], [-0.11, -0.38, 1.01], [0.07, 0.36, 0.10], [-0.39, 0.15, -0.04], [0.79, 0.30, -0.14], [-0.19, 0.51, 0.42], [0.09, -0.38, -0.18], [0.04, 0.13, -0.06], [-0.23, -0.60, 0.22], [0.91, -0.54, -0.15], [0.19, -0.55, -0.24], [-0.30, -0.68, 0.30], [0.40, -0.23, -0.46], [-0.09, 0.54, -0.25], [0.42, -0.60, -0.09], [-0.38, -0.58, -0.49], [0.12, -0.07, 0.14], [-0.04, -0.03, 0.06], [-0.06, 0.19, 0.12], [-0.08, 0.03, -0.07], [-0.21, 0.24, 0.04], [0.05, 0.07, -0.08], [-0.02, -0.03, -0.20], [0.04, 0.04, -0.01], [-0.11, -0.18, 0.02], [-0.13, -0.10, 0.10], [0.11, 0.10, -0.26], [-0.09, 0.05, -0.01], [-0.12, 0.12, 0.14], [-0.09, -0.02, -0.07], [0.00, 0.22, 0.13], [-0.02, -0.22, -0.26], [-0.09, 0.05, 0.13], [0.22, 0.22, -0.12], [0.00, 0.03, 0.01], [-0.05, 0.03, 0.00], [-0.03, 0.29, -0.34], [-0.16, -0.35, 0.30], [-0.11, 0.14, -0.12], [-0.23, 0.11, 0.06], [0.08, 0.19, 0.00], [-0.07, 0.10, -0.29], [-0.13, 0.06, 0.04], [0.11, -0.02, -0.01], [0.06, 0.00, -0.08], [0.13, 0.20, 0.00], [-0.04, -0.08, 0.01], [-0.16, 0.01, -0.16], [-0.16, 0.20, 0.07], [-0.13, 0.06, -0.04], [0.27, -0.04, 0.03]]}

***

[3]
{"formula": "C20H35BIN3OP", "method": "the ωB97M-V functional and the def2-TZVPD basis", "charge": -1, "spin_multiplicity": 1, "e_tot_ev": -45887.319, "lumo_ev": 2.5588, "homo_ev": -3.6, "species": ["I", "P", "O", "N", "N", "N", "C", "C", "C", "C", "C", "C", "C", "C", "C", "C", "C", "C", "C", "C", "C", "C", "C", "C", "C", "C", "B", "H", "H", "H", "H", "H", "H", "H", "H", "H", "H", "H", "H", "H", "H", "H", "H", "H", "H", "H", "H", "H", "H", "H", "H", "H", "H", "H", "H", "H", "H", "H", "H", "H", "H", "H"], "xyz": [[-1.686, 3.681, 1.060], [-1.805, 1.256, 0.630], [-0.669, 0.709, 3.311], [-1.609, 1.427, -1.132], [-3.206, 1.164, 3.366], [-6.005, 1.634, -0.910], [6.197, 1.077, -0.705], [-6.252, -0.441, 0.714], [3.782, -2.086, 1.284], [-3.666, -0.900, -0.157], [-6.193, 1.193, 0.557], [6.370, -0.074, -2.822], [0.785, 0.291, -1.634], [2.414, -2.089, 1.554], [-2.152, -0.657, 0.507], [-0.295, 1.545, -1.511], [6.830, 0.143, -1.524], [1.670, -3.255, 1.374], [4.408, -3.249, 0.837], [3.663, -4.414, 0.652], [5.280, 0.652, -3.305], [5.105, 1.799, -1.186], [2.295, -4.416, 0.919], [4.650, 1.589, -2.487], [0.325, 3.036, -1.950], [-4.806, -1.160, 0.997], [-1.925, 1.019, 2.565], [-6.941, 1.695, -1.393], [4.150, -5.320, 0.299], [-2.111, -1.188, 1.554], [6.555, 1.243, 0.308], [1.927, -1.183, 1.906], [-3.924, 1.715, 2.846], [-7.032, -0.670, 1.584], [-0.383, 1.608, 3.697], [1.828, 0.751, -1.282], [-5.016, -2.333, 1.012], [-3.639, -1.892, -0.820], [-0.384, 1.056, 0.780], [6.859, -0.807, -3.457], [5.475, -3.248, 0.633], [-5.413, 1.718, 1.254], [4.924, 0.487, -4.318], [-1.407, -1.204, -0.210], [-3.570, 0.254, 3.723], [-5.540, 2.591, -0.897], [0.605, -3.259, 1.587], [4.610, 2.525, -0.547], [-3.959, -0.038, -0.924], [-7.261, 1.595, 0.903], [-3.263, 1.417, 0.542], [-6.663, -0.868, -0.299], [7.683, -0.418, -1.149], [0.567, -0.597, -0.904], [1.714, -5.324, 0.773], [0.826, -0.016, -2.764], [1.199, 2.878, -2.716], [-0.518, 3.764, -2.343], [-4.325, -0.903, 2.034], [3.802, 2.156, -2.865], [4.361, -1.176, 1.422], [0.760, 3.515, -0.972]], "forces_ev_per_angstrom": [[0.30, 2.69, 0.44], [-1.28, -4.84, 1.03], [-1.29, 2.15, -0.11], [6.30, 1.82, -1.83], [0.70, -0.59, -1.00], [-0.13, 0.85, 1.29], [-0.08, -0.02, -0.19], [0.38, 0.42, 0.15], [-0.08, -0.18, -0.02], [0.21, -0.78, -0.48], [-1.56, 0.19, 0.15], [-0.10, 0.15, 0.10], [0.45, 1.56, 1.00], [0.05, -0.07, -0.02], [-0.97, -1.86, -0.90], [-3.63, -0.03, -0.27], [-0.13, 0.07, -0.06], [0.17, -0.01, -0.04], [-0.20, -0.02, 0.02], [-0.05, 0.17, 0.06], [0.10, 0.02, 0.20], [0.11, -0.11, -0.10], [0.11, 0.15, 0.03], [0.12, -0.07, 0.03], [-0.19, -0.92, -0.03], [-0.08, -0.70, -0.28], [0.31, 0.64, 1.79], [1.46, 0.13, 0.92], [-0.06, 0.11, 0.04], [-0.09, 0.62, -1.76], [-0.06, -0.02, -0.13], [0.00, -0.12, -0.06], [0.69, -1.10, 0.51], [1.71, 0.29, -1.82], [-0.71, -2.13, -0.81], [-1.99, -1.10, -1.02], [0.42, 2.41, 0.11], [-0.01, 2.01, 1.34], [0.11, 0.27, 0.05], [-0.06, 0.09, 0.08], [-0.13, 0.01, 0.00], [-1.28, -1.25, -1.55], [0.03, 0.02, 0.15], [-1.16, 0.99, 1.43], [0.30, 1.36, -0.20], [-0.96, -1.69, -0.21], [0.14, 0.06, -0.05], [0.04, -0.11, -0.09], [0.68, -1.65, 1.94], [2.13, -0.82, -0.41], [0.57, 0.50, -0.37], [0.65, 0.81, 1.93], [-0.13, 0.07, -0.05], [0.07, 1.72, -1.63], [0.08, 0.13, 0.02], [-0.02, 0.48, 2.21], [-1.63, 0.49, 1.29], [1.74, -1.74, 0.77], [-1.26, -0.23, -1.95], [0.11, -0.11, 0.09], [-0.09, -0.12, -0.04], [-0.82, -1.04, -1.69]]}

***

These records have frontier orbital gap values of 1.3 5.8 6.1 eV, in the order they appear.